No. 1
51
Properties=species:S:1:pos:R:3 method="wB97M-V/def2-TZVPD" mol_weight_g_mol=514.6 energy_ha=-1183.541464 charge=+1 max_force_ha_per_bohr=0.0567 relative_energy_kcal_mol=0.00 homo_lumo_gap_ev="6.26 / 6.18" homo_ev="-11.33 / -11.32"
O 0.1777 0.3493 0.1422
C 0.9607 0.5284 -1.0816
C 0.0334 1.6056 -1.6025
H 0.9354 -0.3935 -1.6735
H 1.9907 0.8352 -0.8373
C -0.8260 1.2631 -0.3801
H -0.4193 1.3634 -2.5678
H 0.4833 2.6056 -1.5670
C -2.0840 0.4783 -0.6912
H -1.8987 -0.2605 -1.4846
H -2.8901 1.1561 -0.9871
H -2.4194 -0.0585 0.2029
C -1.0460 2.4375 0.5482
H -0.1305 3.0314 0.6369
H -1.3670 2.1195 1.5450
H -1.8579 3.0573 0.1460
Pb 0.8991 -2.0429 1.2712
C 1.0570 1.4295 4.4222
C 1.9777 0.3539 4.3212
C 2.4358 0.2834 2.9681
H 2.2923 -0.3016 5.1268
C 1.8273 1.3588 2.2615
C 0.9678 2.0557 3.1499
H 0.3798 2.9404 2.9098
H 0.5132 1.7245 5.3167
H 3.2074 -0.3755 2.5796
H 2.0550 1.6396 1.2365
C -1.5778 -0.4461 4.5780
C -2.1610 0.7047 3.9809
C -2.5651 0.3494 2.6634
H -2.2785 1.6841 4.4423
C -2.1488 -1.0010 2.4234
C -1.5744 -1.4973 3.6200
H -1.2671 -2.5272 3.7932
H -1.2212 -0.5333 5.6003
H -3.1315 0.9710 1.9727
H -2.3007 -1.5780 1.5114
O 0.2439 -1.3827 -3.2516
C 0.0203 -0.6762 -4.5033
C 0.6986 -1.4334 -5.6617
H 0.4751 0.3283 -4.4018
H -1.0641 -0.5336 -4.6645
C 1.4921 -2.5749 -4.9911
H 1.3763 -0.7373 -6.1659
H -0.0165 -1.8239 -6.3944
C 1.3479 -2.2929 -3.4870
H 2.5340 -2.6039 -5.3137
H 1.0259 -3.5347 -5.2158
H 2.2698 -1.8033 -3.1130
H 1.1918 -3.1810 -2.8683
F 1.3764 -3.0606 -0.4654

No. 2
56
Properties=species:S:1:pos:R:3 method="wB97M-V/def2-TZVPD" mol_weight_g_mol=432.5 energy_ha=-1448.978511 charge=0 max_force_ha_per_bohr=0.0161 relative_energy_kcal_mol=36.74 homo_lumo_gap_ev=8.59 homo_ev=-8.09 smiles="COc1ccc(OCC(=O)Nc2ccc3c(c2)nc(CCn2ccccc2=O)n3C)cc1"
C -3.8789 -8.9506 -1.1209
O -2.7023 -8.1845 -1.2003
C -2.7454 -6.8840 -0.7918
C -3.8689 -6.2363 -0.3001
C -3.8027 -4.9054 0.0898
C -2.6115 -4.2060 -0.0069
O -2.4351 -2.8915 0.3507
C -3.5330 -2.1838 0.8733
C -3.1393 -0.7479 1.2448
O -3.9700 0.0114 1.6958
N -1.8385 -0.4793 1.0143
C -1.1143 0.7002 1.2326
C -1.7181 1.8404 1.7838
C -1.0004 2.9979 1.9997
C 0.3405 2.9958 1.6533
C 0.9590 1.8535 1.0957
C 0.2281 0.6940 0.8820
N 2.2757 2.1326 0.8433
C 2.4620 3.3654 1.2220
C 3.7494 4.0851 1.0439
C 3.7271 4.9276 -0.2454
N 3.5290 4.0746 -1.3952
C 2.2815 3.7464 -1.7904
C 2.0530 2.8704 -2.8015
C 3.1642 2.2800 -3.4406
C 4.4224 2.6029 -3.0535
C 4.6800 3.5239 -1.9798
O 5.7822 3.8505 -1.5699
N 1.3274 3.9518 1.7243
C 1.1448 5.2814 2.2321
C -1.4803 -4.8560 -0.5026
C -1.5464 -6.1735 -0.8889
H -3.6120 -9.9395 -1.4901
H -4.2359 -9.0349 -0.0891
H -4.6742 -8.5340 -1.7478
H -4.8136 -6.7485 -0.2099
H -4.6978 -4.4364 0.4664
H -3.9200 -2.6622 1.7837
H -4.3532 -2.1227 0.1447
H -1.3035 -1.2480 0.6275
H -2.7633 1.7984 2.0384
H -1.4777 3.8689 2.4222
H 0.6984 -0.1786 0.4569
H 4.5418 3.3422 0.9523
H 3.9677 4.7307 1.8957
H 2.9335 5.6782 -0.2102
H 4.6980 5.4152 -0.3676
H 1.4697 4.2321 -1.2672
H 1.0471 2.6296 -3.0995
H 3.0008 1.5731 -4.2409
H 5.2927 2.1686 -3.5196
H 2.1091 5.7464 2.4267
H 0.5917 5.8982 1.5171
H 0.5782 5.2423 3.1641
H -0.5555 -4.3060 -0.5762
H -0.6770 -6.6828 -1.2724